Arrangement w

Computed, not measured: a single C3H3NO2 molecule, with the ωB97M-V functional and the def2-TZVPD basis.

Last column: Mulliken charge in e.
Geometry (Å):
O1 -1.816 0.143 0.285  -0.480
C1 -0.510 0.521 0.004  -0.418
C2 0.447 -0.656 -0.041  0.629
O2 0.230 -1.794 0.221  -0.443
C3 1.856 -0.170 -0.416  0.008
N1 2.463 0.176 0.518  -0.270
H1 -2.107 -0.477 -0.395  0.321
H2 -0.380 1.039 -0.961  0.307
H3 -0.183 1.218 0.786  0.346

Computed properties:
SMILES   N#CC(=O)CO
Spin multiplicity   1
LUMO energy   -0.01253 Eh


Arrangement x

Computed, not measured: a single C3H3NO2 molecule, with the ωB97M-V functional and the def2-TZVPD basis.

Last column: Mulliken charge in e.
Geometry (Å):
C1 -0.757 0.029 0.000  0.518
C2 1.402 0.588 -0.139  -0.186
C3 1.239 -0.760 -0.077  -0.163
H1 -0.012 2.156 0.078  0.285
H2 2.455 0.967 -0.176  0.310
H3 1.895 -1.748 0.316  0.274
N1 0.133 1.078 0.171  -0.166
O1 -1.995 -0.012 -0.092  -0.634
O2 -0.077 -0.996 0.077  -0.236

Computed properties:
SMILES   O=c1[nH]cco1
Spin multiplicity   1
LUMO energy   0.02403 Eh


It is arrangement x that is the most stable of them.


Arrangement w

Computed, not measured: 3 unconnected molecules or ions with the total composition C3H3NO2, with the ωB97M-V functional and the def2-TZVPD basis.

Last column: Mulliken charge in e.
Geometry (Å):
C1 -1.831 -0.036 0.218  -0.049
O1 -0.945 0.335 -0.515  -0.426
C2 1.631 1.241 -1.508  0.145
O2 1.308 2.156 -2.096  -0.164
C3 1.435 -1.078 0.905  0.609
N1 2.117 -1.687 1.608  -0.365
H1 0.799 -0.499 0.251  -0.188
H2 -1.622 -0.486 1.206  0.178
H3 -2.893 0.053 -0.069  0.259

Computed properties:
Spin multiplicity   1
LUMO energy   0.00231 Eh


Arrangement x

Computed, not measured: a single C3H3NO2 molecule, with the ωB97M-V functional and the def2-TZVPD basis.

Last column: Mulliken charge in e.
Geometry (Å):
C1 -1.396 0.089 2.112  -0.074
C2 -0.119 0.475 1.529  1.139
C3 0.034 0.047 0.090  -1.140
N1 -2.405 -0.227 2.541  -0.323
O1 0.975 0.453 2.356  -0.285
O2 0.412 1.674 1.933  -0.285
H1 1.006 0.367 -0.279  0.321
H2 -0.752 0.500 -0.510  0.324
H3 -0.044 -1.036 0.023  0.324

Computed properties:
SMILES   CC1(C#N)OO1
Spin multiplicity   1
LUMO energy   0.03011 Eh


It is arrangement w that is the most stable of them.


Arrangement w

Computed, not measured: a single C5H7NO2 molecule, with the ωB97M-V functional and the def2-TZVPD basis.

Last column: Mulliken charge in e.
Geometry (Å):
C1 1.192 -0.398 -0.317  0.355
C2 0.280 0.546 -0.860  -0.047
C3 0.145 1.328 0.389  -0.552
C4 0.342 -0.882 0.842  -0.072
C5 -0.999 -1.113 0.109  -0.567
H1 0.658 1.093 -1.773  0.362
H2 -0.761 1.987 0.325  0.303
H3 1.146 1.933 0.383  0.346
H4 0.796 -1.563 1.505  0.483
H5 -1.893 -0.963 0.654  0.353
H6 -0.777 -2.228 -0.250  0.257
H7 -1.782 0.531 -1.006  0.285
N1 -1.061 -0.137 -1.022  -0.519
O1 2.425 -0.518 -0.472  -0.595
O2 0.287 0.385 1.492  -0.393

Computed properties:
SMILES   O=C1[C@@H]2CO[C@H]1CN2
Spin multiplicity   1
LUMO energy   0.03031 Eh


Arrangement x

Computed, not measured: a single C5H7NO2 molecule, with the ωB97M-V functional and the def2-TZVPD basis.

Last column: Mulliken charge in e.
Geometry (Å):
C1 -0.917 1.340 0.134  -0.531
C2 0.497 1.517 -0.121  -0.858
C3 1.060 0.364 0.423  -0.078
C4 0.751 -0.698 -0.409  0.187
C5 -0.233 -1.509 0.026  -0.175
H1 -0.923 1.273 1.169  0.395
H2 -1.842 1.856 -0.013  0.461
H3 0.810 2.359 0.439  0.293
H4 0.976 1.791 -1.039  0.395
H5 0.888 0.274 1.410  0.491
H6 0.339 -0.290 -1.475  0.255
H7 -0.005 -2.616 0.343  0.339
N1 -1.505 -1.170 0.317  -0.384
O1 2.096 -0.472 -0.035  -0.472
O2 -1.679 0.154 -0.386  -0.317

Computed properties:
SMILES   C1=NOCC[C@@H]2O[C@@H]12
Spin multiplicity   1
LUMO energy   0.03042 Eh


It is arrangement w that is the most stable of them.


Arrangement w

Computed, not measured: a single C5H7NO2 molecule, with the ωB97M-V functional and the def2-TZVPD basis.

Last column: Mulliken charge in e.
Geometry (Å):
C1 0.372 0.179 0.478  0.721
C2 -0.870 1.199 -1.375  -0.372
C3 0.302 -0.867 1.571  -1.561
C4 0.576 -0.327 -0.968  0.410
C5 -0.890 0.899 0.243  0.259
O1 0.343 0.635 -1.898  -0.352
N1 1.169 -1.412 -1.323  -0.782
O2 -1.841 1.119 0.953  -0.560
H1 1.167 0.907 0.664  0.260
H2 1.354 -2.039 -0.540  0.250
H3 -0.797 2.285 -1.462  0.282
H4 -1.749 0.831 -1.903  0.300
H5 0.104 -0.405 2.543  0.368
H6 1.250 -1.409 1.637  0.423
H7 -0.491 -1.595 1.379  0.354

Computed properties:
SMILES   [H]/N=C1/OCC(=O)[C@H]1C
Spin multiplicity   1
LUMO energy   0.01506 Eh


Arrangement x

Computed, not measured: a molecular structure, C5H7NO2, with the ωB97M-V functional and the def2-TZVPD basis.

Last column: Mulliken charge in e.
Geometry (Å):
C1 0.597 -0.755 0.214  0.285
C2 -0.266 -0.656 -0.943  0.755
N1 -2.059 0.117 0.670  -0.467
C3 0.861 0.845 -0.238  -0.353
C4 0.686 -1.253 1.421  -0.654
C5 1.529 1.326 -1.280  -0.702
O1 -1.745 -0.599 -0.494  -0.248
O2 -0.084 -1.172 -2.021  -0.566
H1 -2.706 -0.460 1.204  0.226
H2 -2.554 0.960 0.381  0.223
H3 0.803 1.416 0.683  0.415
H4 1.333 -0.804 2.161  0.277
H5 0.057 -2.081 1.716  0.263
H6 1.488 0.853 -2.250  0.268
H7 2.060 2.264 -1.224  0.279

Computed properties:
Spin multiplicity   1
LUMO energy   -0.00841 Eh


Arrangement y

Computed, not measured: a single C5H7NO2 molecule, with the ωB97M-V functional and the def2-TZVPD basis.

Last column: Mulliken charge in e.
Geometry (Å):
C1 -1.238 1.628 -1.803  0.041
C2 -0.295 0.346 -0.092  0.539
C3 0.865 -0.165 -0.549  -0.410
C4 1.286 -1.234 0.441  -0.569
C5 -0.697 -0.305 1.201  -0.771
H1 -1.805 2.529 -1.943  0.389
H2 1.537 -0.022 -1.349  0.458
H3 2.377 -1.225 0.662  0.378
H4 0.994 -2.204 0.067  0.214
H5 1.000 -0.261 2.255  0.322
H6 -1.177 0.419 1.825  0.378
H7 -1.497 -0.974 0.864  0.219
N1 0.545 -0.984 1.701  -0.450
O1 -0.787 1.105 -2.766  -0.429
O2 -1.110 1.347 -0.514  -0.310

Computed properties:
SMILES   O=COC1=CCNC1
Spin multiplicity   1
LUMO energy   0.03238 Eh


It is arrangement w that is the most stable of them.


Arrangement w

Computed, not measured: a single C5H7NO2 molecule, with the ωB97M-V functional and the def2-TZVPD basis.

Last column: Mulliken charge in e.
Geometry (Å):
C1 0.755 2.032 -0.168  -0.732
C2 0.537 -0.299 0.027  0.657
C3 -0.246 1.144 -0.037  0.539
C4 1.853 0.091 0.004  0.110
C5 -0.198 -1.521 -0.166  -1.527
N1 -1.579 1.146 0.000  -0.474
O1 2.021 1.468 0.050  -0.355
O2 2.973 -0.605 -0.148  -0.503
H1 0.613 3.094 -0.102  0.356
H2 -0.774 -1.554 -1.053  0.302
H3 0.449 -2.394 -0.015  0.354
H4 -0.760 -1.629 0.822  0.417
H5 -1.921 0.211 0.343  0.261
H6 -1.845 2.071 0.273  0.238
H7 3.627 -0.044 0.265  0.358

Computed properties:
SMILES   Cc1c(N)coc1O
Spin multiplicity   1
LUMO energy   0.03073 Eh


Arrangement x

Computed, not measured: a single C5H7NO2 molecule, with the ωB97M-V functional and the def2-TZVPD basis.

Last column: Mulliken charge in e.
Geometry (Å):
C1 -2.704 1.365 -0.945  -0.314
C2 0.477 0.478 -0.082  0.453
C3 0.628 -1.209 1.383  -0.589
C4 1.827 -1.320 0.474  -0.197
C5 1.559 -0.425 -0.425  -0.582
H1 -3.444 2.187 -0.636  0.259
H2 -2.738 0.763 -1.930  0.265
H3 0.724 1.595 -0.287  0.316
H4 1.199 -1.363 2.365  0.219
H5 -0.089 -1.895 1.393  0.376
H6 2.686 -1.950 0.463  0.438
H7 1.935 -0.244 -1.448  0.329
N1 -1.492 1.429 -0.519  -0.417
O1 -0.604 0.462 -1.013  -0.173
O2 0.036 0.128 1.207  -0.384

Computed properties:
SMILES   C=NO[C@@H]1C=CCO1
Spin multiplicity   1
LUMO energy   0.03716 Eh


Arrangement y

Computed, not measured: a single C5H7NO2 molecule, with the ωB97M-V functional and the def2-TZVPD basis.

Last column: Mulliken charge in e.
Geometry (Å):
C1 1.754 -1.810 0.131  -1.445
C2 1.065 -0.675 -0.118  0.522
C3 1.004 0.706 -0.236  0.197
C4 1.336 2.088 0.130  -1.224
C5 -0.221 0.004 -0.762  -0.301
H1 1.510 -2.324 0.845  0.465
H2 2.802 -1.908 0.298  0.404
H3 1.843 -2.473 -0.924  0.221
H4 2.523 2.384 0.542  0.208
H5 1.142 2.571 -0.872  0.324
H6 0.643 2.691 0.417  0.501
H7 -0.271 -0.283 -1.891  0.340
N1 -1.411 -0.072 0.054  0.842
O1 -2.520 -0.175 -0.526  -0.542
O2 -1.223 -0.080 1.318  -0.512

Computed properties:
SMILES   CC1=C(C)C1[N+](=O)[O-]
Spin multiplicity   1
LUMO energy   0.00055 Eh


Arrangement z

Computed, not measured: a molecular structure, C5H7NO2, with the ωB97M-V functional and the def2-TZVPD basis.

Last column: Mulliken charge in e.
Geometry (Å):
C1 0.137 0.560 1.586  0.252
C2 1.014 -0.531 0.987  -0.473
C3 0.889 0.219 -0.246  0.140
C4 -0.017 -0.362 -1.307  -0.519
C5 -1.330 0.038 -0.553  -0.485
H1 0.198 -1.470 1.058  0.156
H2 1.983 -0.965 1.471  0.342
H3 1.844 0.539 -0.767  0.412
H4 0.323 -1.442 -1.619  0.301
H5 0.226 0.369 -2.182  0.305
H6 -1.706 -0.614 0.339  0.200
H7 -2.180 0.037 -1.233  0.418
N1 0.160 1.377 0.294  -0.230
O1 -0.439 0.815 2.607  -0.515
O2 -1.103 1.431 -0.435  -0.305

Computed properties:
Spin multiplicity   1
LUMO energy   0.01881 Eh


It is arrangement w that is the most stable of them.


Arrangement w

Computed, not measured: a single C6H13N molecule, with the ωB97M-V functional and the def2-TZVPD basis.

Last column: Mulliken charge in e.
Geometry (Å):
C1 2.950 -0.302 0.016  -1.270
C2 1.467 -0.646 -0.102  -0.187
C3 0.619 0.377 -0.857  -0.661
N1 -0.765 -0.038 -0.720  -0.276
C4 -1.816 0.944 -0.870  -0.532
C5 -1.464 0.400 0.467  0.255
C6 -2.303 -0.627 1.174  -1.361
H1 3.049 0.696 0.465  0.319
H2 3.479 -0.289 -0.940  0.326
H3 3.473 -0.991 0.690  0.350
H4 1.223 -1.616 -0.561  0.343
H5 1.122 -0.690 0.939  0.190
H6 0.845 0.409 -1.933  0.333
H7 0.812 1.393 -0.464  0.328
H8 -2.705 0.585 -1.387  0.243
H9 -1.533 1.976 -1.078  0.285
H10 -0.922 1.092 1.119  0.372
H11 -3.056 -0.146 1.807  0.350
H12 -2.802 -1.262 0.436  0.326
H13 -1.672 -1.266 1.803  0.268

Computed properties:
SMILES   CCCN1C[C@H]1C
Spin multiplicity   1
LUMO energy   0.04517 Eh


Arrangement x

Computed, not measured: 2 unconnected molecules or ions with the total composition C6H13N, with the ωB97M-V functional and the def2-TZVPD basis.

Last column: Mulliken charge in e.
Geometry (Å):
C1 -1.739 0.895 -0.228  -1.523
C2 -0.552 0.544 0.664  1.491
N1 -0.852 -0.202 1.864  -0.661
C3 0.468 1.565 0.829  -1.128
H1 -1.546 -0.921 1.701  0.237
H2 -1.182 0.401 2.609  0.224
H3 -1.402 1.346 -1.162  0.334
H4 -2.405 1.604 0.274  0.420
H5 -2.321 0.004 -0.474  0.364
H6 0.177 2.575 0.551  0.308
H7 0.996 1.550 1.780  0.403
C4 0.723 -2.177 -1.344  -1.071
C5 1.222 -0.875 -0.859  0.227
C6 2.084 0.021 -0.830  -0.691
H8 0.111 -0.301 -0.062  -0.301
H9 -0.165 -2.041 -1.968  0.279
H10 1.482 -2.702 -1.928  0.317
H11 0.436 -2.811 -0.503  0.289
H12 1.369 1.194 0.052  0.085
H13 3.097 0.330 -0.966  0.398

Computed properties:
SMILES   CC(C)N.C#CC
Spin multiplicity   1
LUMO energy   0.03633 Eh


It is arrangement w that is the most stable of them.